No. 1
DFT (the ωB97M-V functional and the def2-TZVPD basis) results for a structure of composition C29H31F3N6O5STc.

The geometry in XYZ format:
```
76
Properties=species:S:1:pos:R:3:mulliken_spin:R:1
Tc -0.0546 0.6252 -0.3403 1.0515
S 0.6367 -0.1628 3.3237 0.0066
F 1.8433 0.3999 5.6668 0.0003
F 0.5565 1.9389 4.8708 0.0000
F 2.5148 1.6262 4.0300 -0.0002
O -0.3747 -0.7977 4.1132 0.0009
O 0.1651 0.7662 2.3176 0.0087
O 0.3166 -1.4634 0.7504 -0.0112
O 1.7119 -1.0294 2.8582 -0.0006
O -1.9963 0.8348 0.5324 -0.0173
N -0.6913 1.6545 -1.9043 -0.0323
N -2.4892 0.0788 1.3862 -0.0175
N 1.9230 0.3485 -0.8343 -0.0448
N 0.8049 2.3017 0.3152 -0.0282
N -0.9507 -0.8334 -1.4883 -0.0760
N -2.1680 -1.1116 1.4958 0.0098
C -4.6174 -3.1490 3.3212 0.0004
C 1.4485 0.9986 4.5422 0.0029
C -2.4015 -4.0111 3.6635 0.0011
C -1.5251 -0.4213 -2.6012 -0.0033
C 4.0566 3.3201 1.7609 0.0335
C -4.1090 -2.1255 2.5453 -0.0007
C -2.7293 -2.0354 2.3335 -0.0014
C -1.8816 -3.0048 2.8780 -0.0005
C -1.0469 -2.2056 -1.0498 -0.0136
C -1.2253 0.9797 -2.9325 -0.0087
C -0.6331 3.1052 -1.8924 0.0011
C -1.3687 1.5485 -4.2060 0.0615
C -1.0597 3.6298 -0.5111 0.0084
C 1.3965 -2.8683 -0.9663 0.0010
C -2.4414 -1.2293 -3.3282 0.0394
C 5.1992 1.8786 0.1051 0.0343
C 0.0259 3.4763 0.5734 0.0271
C 2.7640 1.2082 -0.2460 0.0456
C 2.1063 2.2623 0.5232 0.0383
C 0.1479 -2.5437 -0.1352 0.0150
C 5.1865 2.7864 1.1448 -0.0432
C -2.5247 -0.1834 -5.5955 0.0491
C 2.7326 3.1411 1.4412 -0.0461
C -2.8728 -1.1254 -4.6271 -0.0125
C 1.7093 -1.8797 -2.0916 0.0159
C -1.8552 1.0075 -5.3852 -0.0249
C 2.5485 -0.6841 -1.6453 -0.0107
C 4.1549 1.1904 -0.4870 -0.0504
C -3.7691 -4.0878 3.8864 -0.0015
H 3.4006 -1.1053 -1.0966 -0.0010
H -1.7403 -4.7389 4.1121 0.0001
H -3.5469 -1.9066 -4.9612 -0.0010
H -2.8461 -2.0584 -2.7614 0.0054
H 0.6656 4.3656 0.5644 -0.0010
H 2.0319 3.6861 2.0598 -0.0010
H 2.2535 -2.9262 -0.2913 -0.0008
H -1.7207 1.6312 -6.2604 -0.0020
H -0.4592 3.3896 1.5500 -0.0033
H -1.3271 3.5204 -2.6272 -0.0016
H 1.0252 -1.5678 1.4293 0.0013
H -0.1099 -3.4425 0.4498 0.0015
H 1.2443 -3.8613 -1.3956 0.0004
H -1.9469 3.0716 -0.2134 -0.0026
H -2.8502 -0.3906 -6.6068 0.0040
H -1.3254 4.6862 -0.5958 -0.0001
H -1.9731 -2.3439 -0.4789 -0.0039
H -5.6827 -3.2126 3.4975 0.0001
H 2.3193 -2.4071 -2.8315 0.0004
H 0.8085 -1.5451 -2.5979 -0.0043
H 6.1490 3.1252 1.5050 -0.0020
H 4.2500 3.9939 2.5857 0.0010
H 6.1779 1.6328 -0.2908 0.0017
H -0.8218 -2.9158 2.7128 0.0000
H 4.4852 0.5381 -1.2789 -0.0026
H 2.9230 -0.1991 -2.5603 0.0005
H -4.7572 -1.3849 2.0962 -0.0004
H -0.9488 2.5391 -4.3119 0.0071
H 0.3834 3.4429 -2.1324 -0.0006
H -4.1749 -4.8667 4.5132 -0.0001
H -1.0502 -2.9045 -1.8947 -0.0020
```

Values from the calculation:
Gap between HOMO and LUMO (spin up / spin down)   4.804 / 5.500 eV
Electronic energy   -70936.605 eV
⟨S²⟩   0.818
Spin multiplicity   2
F_max   5.68 eV/Å
LUMO energy (spin up / spin down)   -2.2 / -1.6 eV

No. 2
DFT (the ωB97M-V functional and the def2-TZVPD basis) results for a cluster of 2 separate species, C29H31N4O2 in total.

The geometry in XYZ format:
```
66
Properties=species:S:1:pos:R:3:nbo_charge:R:1
O -4.0924 1.9167 3.5835 -0.5694
O 2.0172 -6.5330 -1.0761 -0.4766
N -1.9329 2.5652 3.0883 -0.4540
N 9.1684 0.1232 2.7405 -0.2326
N -0.8339 0.5987 3.2034 -0.3233
N 2.4841 -3.3054 1.5285 -0.5172
C 1.7580 -3.2085 0.3968 0.0419
C 1.6084 -4.2559 -0.5058 -0.2845
C 2.2451 -5.4878 -0.2306 0.3669
C 3.1007 -4.4745 1.7709 0.0685
C 3.8262 -0.8906 2.8394 -0.0449
C -7.0207 -1.3105 2.8531 -0.2017
C -6.5296 -0.7899 1.6491 -0.1932
C -6.1320 -1.6834 3.8690 -0.2115
C 4.7752 -1.9076 3.1017 -0.1502
C 2.6006 -7.8177 -0.7297 -0.2632
C 6.1359 -1.6618 3.0630 -0.1578
C 1.4602 -0.1461 2.9550 -0.3924
C -2.2475 0.2761 3.4107 -0.1311
C -2.9094 1.6545 3.3797 0.6778
C 3.0438 -5.5835 0.9254 -0.3439
C 4.3321 0.4110 2.5354 -0.1717
C 5.6962 0.6692 2.5704 -0.1571
C 2.4199 -1.1571 2.9389 0.0526
C 0.0010 2.3343 1.6069 -0.6379
C -4.7550 -1.5099 3.6936 -0.1589
C 0.0994 -0.3720 3.1360 0.2340
C -2.2324 3.9716 2.9626 -0.4224
C 6.6106 -0.3663 2.8057 -0.1170
C 8.0194 -0.0995 2.7735 0.2442
C -2.7948 -0.6745 2.3456 -0.4132
C -4.2735 -0.9506 2.5060 -0.0499
C 0.2913 2.6418 4.1092 -0.6401
C -0.5787 2.0359 2.9985 0.3307
C -5.1544 -0.6296 1.4689 -0.1959
H 1.2611 -2.2530 0.2138 0.1929
H -0.7074 2.0009 0.8346 0.2331
H -0.2543 2.5929 5.0614 0.2368
H 6.8472 -2.4697 3.2414 0.2442
H 0.5088 3.6901 3.8683 0.2376
H -1.7753 4.5452 3.7793 0.2061
H -8.0956 -1.4247 2.9984 0.2258
H 1.7970 0.8871 2.8619 0.2184
H 3.6832 -4.5656 2.6893 0.1855
H -7.2119 -0.4985 0.8497 0.2240
H 1.2341 2.1032 4.2227 0.2212
H 0.1655 3.4151 1.5100 0.2380
H 2.0973 -2.1576 3.2177 0.2547
H 2.2476 -8.4919 -1.5109 0.2191
H 0.9945 -4.1514 -1.3963 0.2423
H 6.0678 1.6832 2.4052 0.2436
H -0.2755 -1.3953 3.2486 0.2316
H -2.3989 -0.1626 4.4150 0.2409
H -4.0460 -1.7817 4.4811 0.1913
H -6.5039 -2.1005 4.8060 0.2223
H -3.3163 4.1047 2.9924 0.2656
H 4.4114 -2.9036 3.3446 0.2217
H -2.6043 -0.2314 1.3531 0.2208
H -2.2267 -1.6168 2.4078 0.2119
H 3.7005 -7.7722 -0.7414 0.1890
H 0.9519 1.8205 1.4482 0.2198
H 3.5808 -6.4967 1.1933 0.2399
H -4.7454 -0.2182 0.5417 0.2088
H -1.8439 4.3573 2.0133 0.2052
H 3.6487 1.2241 2.2803 0.2140
H 2.2532 -8.1687 0.2547 0.1888
```

Values from the calculation:
Gap between HOMO and LUMO   6.417 eV
Electronic energy   -40624.342 eV
F_max   2.66 eV/Å
Total charge   +1
LUMO energy   -4.8 eV
ΔE to the lowest compared entry with this formula, charge and spin   0.0 kcal/mol

No. 3
DFT (the ωB97M-V functional and the def2-TZVPD basis) results for a structure of composition C29H31NOPRh.

The geometry in XYZ format:
```
64
Properties=species:S:1:pos:R:3:mulliken_spin:R:1
Rh 0.1583 -0.1574 0.2286 2.2501
P -0.1004 0.6074 -2.0084 -0.0163
O 2.8994 -0.8323 1.1127 0.0081
N 2.3563 -0.3754 -0.0806 0.0496
C 2.3410 0.3873 -5.2248 0.0048
C -0.3147 2.3878 -2.2794 0.0693
C -1.7771 -2.8581 -3.1139 0.0073
C -1.3315 -0.5060 -2.7366 -0.0334
C -0.0657 2.1490 1.6955 0.3819
C -1.8718 0.7198 1.4573 0.2947
C -0.9430 -1.8508 -2.6653 0.0332
C 3.5331 -0.1501 -4.7734 -0.0016
C -1.0413 -1.2382 2.9846 -0.0360
C 0.8075 3.3495 1.6410 -0.0238
C -0.3473 5.1710 -2.5048 0.0075
C -1.3821 3.0323 -2.8965 0.0025
C 2.9719 -0.6766 -1.1590 0.0107
C -2.5869 -0.2000 -3.2556 0.0180
C -3.2008 0.1986 1.0406 0.0529
C 1.4057 0.2687 -2.9860 -0.0112
C -3.4234 -1.2141 -3.7044 -0.0011
C -1.3933 4.4169 -3.0119 -0.0018
C 3.6600 -0.4868 -3.4352 0.0039
C -1.3718 2.0203 1.1303 0.0345
C 2.6167 -0.2761 -2.5288 0.0330
C -0.9009 0.0591 2.2649 0.5220
C 0.2047 0.9777 2.4533 0.0858
C -3.0243 -2.5395 -3.6356 0.0190
C 1.2947 0.5874 -4.3358 0.0044
C 0.7360 3.1581 -1.7704 -0.0012
C -2.1362 3.0650 0.4110 0.0221
C 1.3249 0.7721 3.4043 0.0140
C 0.7211 4.5368 -1.8809 -0.0084
H 1.8667 -0.1530 3.2065 0.0117
H -2.2231 4.9022 -3.5052 -0.0002
H 2.2186 0.6457 -6.2670 -0.0001
H -2.7988 2.6330 -0.3383 0.0135
H -3.9895 0.8477 1.4287 0.0125
H -2.7709 3.6011 1.1245 0.0262
H -0.3565 6.2478 -2.5996 0.0002
H -0.1108 -1.8093 2.9765 0.0170
H 0.0391 -2.1226 -2.2834 0.0069
H -1.8326 -1.8587 2.5701 0.0051
H -3.3847 -0.8095 1.4018 -0.0104
H -3.3007 0.1966 -0.0482 0.0288
H 0.7918 3.8613 2.6074 0.0204
H 4.5874 -0.9183 -3.0844 -0.0002
H 1.5462 5.1168 -1.4922 0.0000
H 0.3654 1.0010 -4.7108 0.0031
H -1.2818 -1.0434 4.0341 0.0203
H 2.0308 1.5980 3.3796 0.0021
H -3.6798 -3.3228 -3.9887 0.0008
H 1.8445 3.0794 1.4423 0.0186
H -4.3907 -0.9604 -4.1144 0.0004
H 3.6976 -1.3541 0.9139 0.0031
H 3.8967 -1.2506 -1.0735 0.0073
H 0.9207 0.7003 4.4182 0.0214
H 4.3558 -0.3159 -5.4540 0.0000
H -1.4893 3.7932 -0.0726 0.0052
H 0.4779 4.0542 0.8826 0.0000
H 1.5872 2.6821 -1.2937 -0.0066
H -2.9434 0.8142 -3.3321 0.0000
H -2.2216 2.4895 -3.2993 -0.0016
H -1.4541 -3.8879 -3.0623 0.0000
```

Values from the calculation:
Gap between HOMO and LUMO (spin up / spin down)   7.477 / 6.482 eV
Electronic energy   -46392.851 eV
⟨S²⟩   6.016
Spin multiplicity   5
F_max   0.34 eV/Å
Total charge   +2
LUMO energy (spin up / spin down)   -6.0 / -8.2 eV

No. 4
DFT (the ωB97M-V functional and the def2-TZVPD basis) results for a structure of composition C29H32AgN2O2P2S2.

The geometry in XYZ format:
```
70
Properties=species:S:1:pos:R:3:nbo_charge:R:1
Ag 0.0174 0.2258 -0.3539 0.6982
S -0.1637 2.1891 -1.7799 -0.4713
S 0.2571 -2.2570 -0.2520 -0.5478
P -3.4805 -1.3927 0.4424 1.9640
P 0.0591 0.4603 2.3978 0.8072
O -2.9613 -0.0706 0.0112 -1.1096
O 2.9017 -0.2968 -0.7669 -0.5682
N 2.8297 -3.0257 -0.4562 -0.8206
N 2.0208 -2.7167 1.7323 -0.8337
C 2.4467 0.9431 3.7858 -0.1971
C -0.3536 6.0424 -0.5974 -0.1692
C 1.4256 3.9469 -0.3575 -0.2532
C 3.8160 1.0753 3.9446 -0.2243
C 4.1134 0.2464 1.7171 -0.1477
C -0.4468 -1.3155 4.4640 -0.2107
C -0.6881 4.7904 -1.0819 -0.2721
C 1.9619 -2.2051 0.3739 0.0516
C -0.4735 0.0324 4.0988 -0.3132
C -0.9399 0.9613 5.0233 -0.2419
C -0.8428 -1.7197 5.7268 -0.2041
C -0.1444 4.5708 2.8078 -0.2039
C 2.4404 -0.7254 0.2698 0.5242
C -1.4301 4.8037 2.3475 -0.2012
C -1.3499 0.5565 6.2862 -0.1605
C -2.7253 -2.0299 1.9445 -1.0435
C 4.6531 0.7488 2.8908 -0.2238
C -0.3984 2.2214 2.3443 -0.2783
C -1.6776 2.4670 1.8399 -0.1573
C 0.3703 3.2836 2.8058 -0.2460
C -3.2745 -2.6889 -0.7925 -1.0209
C 0.8725 6.2613 0.0146 -0.2948
C -5.2586 -1.3634 0.7860 -1.0106
C 1.8834 0.4669 2.6024 -0.3189
C 1.7576 5.1953 0.1341 -0.2100
C 0.1975 3.7123 -0.9917 -0.1315
C -1.2971 -0.7800 6.6446 -0.2425
C -2.1907 3.7520 1.8557 -0.2320
C 2.7368 0.0594 1.5642 -0.1262
H -3.1742 3.9368 1.4440 0.2104
H -1.8228 5.8119 2.3281 0.2064
H -2.2153 -2.8040 -1.0165 0.2815
H -0.8085 -2.7697 5.9877 0.2089
H -2.2470 1.6587 1.3897 0.2499
H -0.9878 2.0081 4.7509 0.2295
H 4.7600 -0.0246 0.8936 0.2160
H 2.1262 3.1224 -0.2776 0.2191
H -1.6464 4.6285 -1.5599 0.2123
H 2.7204 5.3379 0.6125 0.1955
H 4.2217 1.4474 4.8773 0.2079
H -1.7109 1.2937 6.9926 0.1993
H 3.7751 -3.0018 -0.0784 0.3335
H 1.2419 -2.3413 2.2557 0.3621
H -1.6162 -1.0935 7.6303 0.2048
H -5.7961 -1.0882 -0.1211 0.2408
H -5.6151 -2.3308 1.1382 0.2258
H -3.7948 -2.3976 -1.7063 0.2405
H 1.1350 7.2423 0.3918 0.1940
H 0.4701 5.3962 3.1422 0.2079
H -5.4580 -0.6078 1.5456 0.2420
H 1.7909 1.2276 4.6001 0.2197
H -3.2021 -2.9548 2.2710 0.2274
H -3.6706 -3.6412 -0.4380 0.2261
H 1.3822 3.1178 3.1516 0.2154
H 5.7248 0.8700 2.9817 0.2078
H -1.0626 6.8571 -0.6962 0.1865
H -1.6699 -2.2088 1.7306 0.2898
H 2.8679 -2.5964 -1.3753 0.3762
H 2.8759 -2.4229 2.1971 0.3442
H -0.1279 -2.0630 3.7487 0.2145
H -2.8036 -1.2837 2.7368 0.2458
```

Values from the calculation:
Gap between HOMO and LUMO   6.435 eV
Electronic energy   -81919.110 eV
F_max   0.60 eV/Å
Total charge   -1
LUMO energy   2.5 eV
ΔE to the lowest compared entry with this formula, charge and spin   15.7 kcal/mol